{"formula": "C44H41NO2P2RhS2", "method": "ωB97M-V/def2-TZVPD", "homo_ha": -0.6160, "e_above_lowest_kcal_mol": 0.0, "homo_lumo_gap_ev": 7.476, "total_charge": 3, "e_tot_ha": -3495.33266, "species": ["Rh", "O", "S", "C", "C", "C", "C", "C", "C", "P", "C", "C", "C", "C", "C", "C", "C", "C", "C", "C", "C", "C", "C", "C", "C", "C", "C", "C", "P", "C", "C", "C", "C", "C", "C", "C", "C", "C", "C", "C", "C", "H", "H", "H", "H", "H", "H", "H", "H", "H", "H", "H", "H", "H", "H", "H", "H", "H", "H", "H", "H", "H", "H", "H", "H", "H", "H", "H", "H", "O", "C", "C", "C", "C", "C", "C", "N", "H", "H", "H", "H", "H", "H", "H", "C", "S", "C", "H", "H", "H", "H", "H", "H"], "coordinates": [[-0.590238, -0.745574, 0.195319], [-3.103700, 0.308804, 2.067786], [-1.758286, 0.696378, 1.645248], [-1.721741, 2.326647, 0.963089], [-2.280347, 3.386417, 1.662596], [-2.233168, 4.647046, 1.091581], [-1.640409, 4.829660, -0.155176], [-1.102907, 3.755086, -0.848934], [-1.133306, 2.482633, -0.279161], [-0.796807, 1.003918, -1.262305], [0.588021, 1.279557, -2.365066], [1.581322, 2.211399, -2.056657], [2.682131, 2.353449, -2.888294], [2.800769, 1.574396, -4.029875], [1.814314, 0.645532, -4.346052], [0.717371, 0.490188, -3.516614], [-2.310853, 0.918519, -2.234510], [-3.511161, 0.636022, -1.571684], [-4.706303, 0.683220, -2.264524], [-4.715760, 1.015341, -3.616820], [-3.529381, 1.313313, -4.270542], [-2.322471, 1.268118, -3.584714], [-0.740885, 0.911282, 3.073139], [-1.329198, 1.375176, 4.239567], [-0.495286, 1.802298, 5.262845], [0.884100, 1.803539, 5.081746], [1.449862, 1.307619, 3.913378], [0.633094, 0.806790, 2.904193], [1.278077, -0.137865, 1.490741], [1.930987, -1.665263, 2.213852], [1.397931, -2.917643, 1.920365], [1.911971, -4.061321, 2.514358], [2.962754, -3.965166, 3.413398], [3.496756, -2.718644, 3.722306], [2.984289, -1.577317, 3.131791], [2.683621, 0.834285, 0.933380], [3.918747, 0.260603, 0.629138], [4.989679, 1.073405, 0.289245], [4.836174, 2.453568, 0.258681], [3.611072, 3.030890, 0.571544], [2.534728, 2.225206, 0.902056], [-2.745997, 3.234399, 2.628523], [-2.662721, 5.489522, 1.617152], [-1.617012, 5.816773, -0.598061], [-0.690527, 3.902491, -1.839294], [1.492302, 2.840707, -1.184647], [3.443174, 3.085287, -2.650731], [3.654568, 1.697126, -4.683725], [1.895448, 0.050873, -5.247090], [-0.041173, -0.234989, -3.777126], [-3.528293, 0.371542, -0.520536], [-5.634353, 0.469799, -1.750586], [-5.653027, 1.051948, -4.156806], [-3.538038, 1.593303, -5.315603], [-1.411330, 1.532088, -4.102928], [-2.407693, 1.411911, 4.336039], [-0.922603, 2.163413, 6.188839], [1.526865, 2.181317, 5.866138], [2.525055, 1.311913, 3.797364], [0.556370, -3.011607, 1.250043], [1.485028, -5.028840, 2.282697], [3.363190, -4.856604, 3.878350], [4.317412, -2.636676, 4.422581], [3.431310, -0.624343, 3.374967], [4.055092, -0.811835, 0.679530], [5.951582, 0.629398, 0.068750], [5.679675, 3.082697, 0.004604], [3.503631, 4.108503, 0.574758], [1.589397, 2.678013, 1.191411], [-1.613672, -2.122176, 1.902172], [-2.442270, -3.172618, 1.411913], [-2.752551, -3.026243, -0.049450], [-3.642047, -3.931493, -0.614109], [-3.902680, -3.886530, -1.968954], [-3.247158, -2.932024, -2.736172], [-2.386768, -2.062158, -2.109062], [-2.139643, -2.083853, -0.782230], [-2.170049, -1.585263, 2.484320], [-3.372907, -3.218024, 1.977645], [-1.918565, -4.117985, 1.569327], [-4.120813, -4.665650, 0.022663], [-4.600239, -4.580392, -2.419966], [-3.399535, -2.856178, -3.803694], [-1.874355, -1.311061, -2.688146], [2.433116, -1.580824, -1.612190], [0.673056, -1.899711, -1.475876], [0.716647, -3.697235, -1.325296], [2.762842, -1.957427, -2.579347], [2.970839, -2.087443, -0.810520], [2.592940, -0.503535, -1.568673], [1.420616, -4.012782, -0.559705], [1.018868, -4.075993, -2.300367], [-0.288564, -4.053065, -1.099351]], "forces_ev_per_angstrom": [[-0.53, 0.05, 0.27], [-0.06, -0.04, 0.00], [0.20, -0.44, -0.25], [0.00, -0.06, 0.08], [-0.04, 0.04, 0.06], [0.00, -0.01, 0.01], [0.03, -0.02, -0.02], [0.02, 0.04, -0.01], [0.08, 0.05, -0.12], [0.37, 0.18, -0.09], [0.04, -0.05, 0.03], [-0.09, 0.01, -0.09], [0.04, 0.03, 0.03], [-0.02, -0.04, -0.02], [-0.02, -0.01, -0.01], [0.04, 0.05, -0.04], [-0.03, 0.00, 0.09], [-0.04, 0.11, -0.06], [0.00, 0.02, 0.02], [0.01, -0.02, 0.00], [-0.01, -0.02, 0.00], [-0.04, 0.08, -0.02], [0.00, 0.02, -0.04], [-0.02, 0.02, 0.03], [0.02, 0.00, -0.01], [-0.01, 0.00, -0.01], [-0.01, -0.04, 0.07], [-0.08, 0.02, -0.02], [-0.12, 0.11, -0.03], [0.05, -0.01, -0.01], [-0.07, 0.01, 0.02], [-0.02, -0.02, -0.01], [0.01, 0.04, 0.01], [-0.02, -0.05, 0.00], [0.07, 0.00, -0.09], [-0.11, 0.15, -0.01], [-0.01, 0.03, -0.03], [0.00, -0.03, -0.03], [0.00, 0.02, -0.02], [0.00, 0.02, 0.02], [0.10, -0.05, 0.27], [0.00, 0.01, -0.04], [0.00, -0.01, -0.02], [0.01, -0.01, 0.00], [0.00, 0.01, 0.01], [-0.04, 0.00, -0.07], [-0.02, 0.00, 0.01], [-0.01, 0.00, 0.01], [0.01, 0.01, 0.02], [0.01, -0.01, -0.02], [0.00, 0.01, 0.01], [0.01, 0.00, -0.01], [0.01, 0.01, 0.01], [-0.01, -0.01, 0.01], [-0.06, 0.01, 0.01], [0.02, -0.01, 0.01], [0.01, -0.01, 0.00], [0.00, 0.00, -0.02], [0.01, -0.03, 0.03], [0.01, 0.01, -0.02], [0.01, 0.01, 0.00], [0.00, 0.02, -0.01], [-0.02, 0.00, 0.00], [0.01, 0.05, -0.01], [0.03, 0.04, 0.05], [-0.01, 0.01, 0.00], [0.00, -0.01, 0.03], [0.00, -0.02, 0.00], [0.06, 0.00, -0.06], [0.25, -0.07, 0.01], [0.08, -0.13, -0.05], [-0.09, 0.01, -0.12], [-0.01, -0.01, 0.03], [-0.04, 0.01, -0.01], [0.02, -0.03, 0.02], [0.03, -0.15, 0.04], [-0.01, 0.37, 0.03], [0.01, 0.11, 0.01], [0.02, 0.02, 0.05], [0.01, -0.02, 0.03], [0.01, 0.01, -0.03], [0.02, 0.00, 0.01], [0.00, -0.01, 0.01], [0.01, -0.11, 0.02], [0.10, 0.12, 0.22], [0.00, -0.30, -0.11], [-0.16, 0.00, 0.04], [-0.06, -0.02, -0.01], [-0.04, 0.05, -0.04], [0.01, -0.08, -0.03], [0.00, 0.01, 0.00], [0.01, -0.04, 0.02], [0.06, 0.01, -0.03]]}


{"formula": "C49H41F3N4OP2S2Tc", "method": "ωB97M-V/def2-TZVPD", "multiplicity": 4, "homo_ha": [-0.2953, -0.2929], "s2": 3.7969, "e_above_lowest_kcal_mol": 0.0, "homo_lumo_gap_ev": [7.638, 6.147], "e_tot_ha": -4045.45611, "species": ["Tc", "C", "P", "C", "C", "C", "C", "C", "C", "C", "C", "C", "C", "C", "C", "C", "C", "C", "C", "C", "P", "C", "C", "C", "C", "C", "C", "C", "C", "C", "C", "C", "C", "N", "H", "H", "H", "H", "H", "H", "H", "H", "H", "H", "H", "H", "H", "H", "H", "H", "H", "H", "H", "H", "H", "H", "H", "H", "H", "H", "S", "C", "S", "C", "C", "N", "C", "N", "F", "C", "F", "F", "C", "C", "C", "C", "C", "C", "C", "C", "H", "H", "H", "H", "O", "C", "C", "C", "C", "C", "C", "N", "H", "H", "H", "H", "H", "H", "H", "H", "H", "H", "H"], "coordinates": [[0.259533, 0.905199, 1.489342], [2.578799, 3.308514, 1.833337], [1.485631, 2.831015, 0.385045], [0.482673, 4.287613, -0.096063], [-0.044153, 4.063405, -1.358973], [-0.782345, 5.030853, -1.996652], [-1.056353, 6.163239, -1.235688], [-0.741887, 6.262729, 0.121118], [-0.008389, 5.255745, 0.719262], [2.601109, 2.514980, -1.014251], [2.189192, 1.440380, -1.813949], [2.878570, 1.162362, -3.008593], [4.022682, 1.899196, -3.360232], [4.459670, 2.915025, -2.542638], [3.728711, 3.277702, -1.385731], [3.059228, 1.971064, 2.432406], [4.334263, 1.540967, 2.745212], [4.213687, 0.149689, 2.877015], [2.930981, -0.199540, 2.668501], [2.361524, -1.528648, 2.248324], [1.312432, -1.337211, 0.752005], [0.345276, -2.817505, 0.558921], [0.792161, -3.996023, 1.059772], [-0.014831, -5.149153, 0.868669], [-1.133341, -5.034859, 0.032946], [-1.543580, -3.808730, -0.514641], [-0.837491, -2.665467, -0.192101], [2.584044, -1.492162, -0.570936], [2.389723, -2.352678, -1.626844], [3.344989, -2.442760, -2.650354], [4.532055, -1.709207, -2.554019], [4.682077, -0.885481, -1.424376], [3.726979, -0.752683, -0.411152], [2.184140, 0.896681, 2.290056], [1.978201, 3.898995, 2.535305], [3.371105, 3.981133, 1.509905], [0.373117, 3.159302, -1.969880], [-1.007763, 4.969905, -3.032386], [-1.574597, 6.923725, -1.774044], [-0.952975, 7.153629, 0.723822], [0.195267, 5.397334, 1.809223], [1.214247, 0.954162, -1.624551], [2.631587, 0.179168, -3.586516], [4.656462, 1.598165, -4.215843], [5.219207, 3.536612, -2.950641], [4.015619, 4.237374, -0.925557], [5.207436, 2.112618, 2.875775], [5.036487, -0.582714, 3.088133], [1.584141, -2.032618, 2.832790], [3.238789, -2.229016, 2.072531], [1.696077, -4.116238, 1.671015], [0.201526, -6.117900, 1.302144], [-1.775338, -5.863812, -0.293587], [-2.504932, -3.775177, -0.973653], [-1.143013, -1.621115, -0.388474], [1.464105, -2.811617, -1.750434], [3.143101, -3.055719, -3.535168], [5.295449, -1.731487, -3.329177], [5.658935, -0.390074, -1.265455], [3.798558, -0.057916, 0.473940], [-1.042004, 2.680230, 2.541330], [-1.965486, 2.539023, 1.064749], [-1.659447, 1.159194, -0.043972], [-2.925316, 3.457674, 0.611992], [-3.262012, 4.695352, 1.217885], [-3.305096, 5.629689, 1.859304], [-3.435210, 3.215311, -0.748652], [-3.783616, 3.065521, -1.839835], [-4.345209, -4.331180, 7.972585], [-4.899353, -4.137076, 6.677489], [-5.213391, -5.406916, 6.279050], [-6.087120, -3.549293, 6.782266], [-4.056667, -3.325224, 5.711660], [-4.530827, -2.289909, 4.921305], [-3.712361, -1.613059, 4.023441], [-2.366700, -1.980001, 3.940333], [-1.827332, -2.932242, 4.789347], [-2.677386, -3.628974, 5.639352], [-1.449978, -1.258477, 3.124078], [-0.665202, -0.486371, 2.610729], [-5.592782, -1.979309, 4.921355], [-4.182294, -0.912156, 3.397190], [-0.751294, -3.135411, 4.791367], [-2.210640, -4.447848, 6.262623], [-0.148888, -0.192828, -2.318761], [-0.565156, -0.035308, -3.493922], [-1.603177, 1.057592, -3.767464], [-3.014332, 0.391807, -3.790796], [-2.967820, -0.991481, -3.085901], [-2.411947, -2.227882, -3.895558], [-0.912169, -2.247660, -4.075565], [-0.451985, -0.990415, -4.424469], [-1.243327, 1.552208, -4.689149], [-1.653970, 1.820066, -2.978694], [-3.363399, 0.220379, -4.791446], [-3.816030, 0.968472, -3.286007], [-4.067825, -1.305522, -2.873227], [-2.511048, -0.899429, -2.088558], [-2.944493, -2.276038, -4.868281], [-2.806862, -3.097171, -3.315360], [-0.601620, -2.990854, -4.804610], [-0.492706, -2.543833, -3.185416], [-0.815081, -0.661619, -5.377737]], "forces_ev_per_angstrom": [[0.08, -0.35, -0.75], [-0.34, -0.62, 0.23], [0.62, 0.91, 1.12], [0.27, -2.99, 0.02], [1.75, -1.42, -2.24], [0.50, 0.31, 1.48], [-0.49, -0.01, -0.14], [-0.06, 0.63, -0.49], [0.27, 1.78, 1.54], [0.29, 0.07, -0.27], [-0.09, 0.57, -1.07], [0.10, -1.88, -0.42], [-0.23, -1.53, -0.02], [-1.52, 0.61, 0.63], [0.21, 0.06, -0.75], [-0.37, 1.50, -1.75], [-1.65, -0.09, -0.02], [2.21, -1.59, 1.07], [-2.11, -1.30, -1.32], [0.79, -1.19, -0.02], [1.25, 1.13, -0.53], [-0.46, 1.44, -0.53], [-0.51, -2.60, 0.80], [-0.40, 0.61, -0.99], [-0.13, -0.02, -0.44], [0.47, 0.16, 1.24], [0.32, 0.20, 0.50], [-1.43, -0.08, 0.98], [1.53, 0.86, -1.25], [0.06, 0.07, -0.05], [-0.81, 0.23, 0.98], [1.60, 0.19, 0.55], [0.76, 0.62, -0.20], [0.83, 0.83, 1.22], [-0.14, -0.21, -0.07], [0.27, -0.25, -0.03], [-1.08, 1.74, 1.16], [-0.47, -0.09, -0.60], [-0.32, 0.82, 0.14], [-0.34, -0.41, -0.48], [0.18, -0.53, -1.14], [1.02, 0.03, 0.12], [0.16, 2.16, 0.93], [-0.69, 0.27, 0.39], [0.82, 0.49, 0.30], [-0.27, -0.76, 0.24], [0.73, 0.68, 0.06], [-0.93, 0.90, -0.20], [0.52, 0.24, 1.01], [-1.26, 0.56, 0.12], [-0.35, 0.36, -0.37], [0.28, 0.16, 0.03], [0.55, -0.06, 0.71], [-0.37, 0.16, -0.64], [-0.04, -0.88, -0.29], [-1.33, -0.99, -0.10], [0.08, 0.14, 0.39], [-0.15, -0.08, 0.23], [-0.71, -0.04, -0.32], [0.44, -0.81, -1.30], [-0.03, -0.61, -0.84], [-1.42, 0.49, -0.95], [1.08, 0.78, 1.70], [0.29, -1.16, -1.53], [0.91, -2.21, -0.44], [-0.55, 2.10, 1.18], [0.18, 0.43, 0.83], [0.02, 0.03, 0.46], [-0.75, 0.83, -2.30], [-0.39, -0.82, 0.78], [0.91, 0.60, -0.16], [-0.26, 0.43, 0.81], [1.90, -0.87, 0.59], [-1.30, 0.30, -0.26], [0.30, -1.77, 0.99], [0.31, 0.91, -0.21], [-0.40, -0.87, 0.61], [0.41, -0.88, 0.66], [-0.09, 0.31, 0.15], [-0.06, -0.04, -0.13], [0.70, -0.44, 0.30], [-0.05, 0.98, -0.75], [-0.51, 0.06, -0.12], [-0.88, 1.05, -0.59], [-0.39, -0.29, -2.39], [-1.03, 1.15, 4.20], [0.49, 0.73, -0.25], [0.31, -0.91, 0.53], [-2.19, -1.00, 0.00], [-1.69, 0.14, 0.67], [-1.49, -2.27, -0.92], [0.64, 2.56, -3.97], [-0.83, 0.01, 0.04], [0.60, -0.31, -0.10], [-0.11, -0.02, -0.71], [0.97, 0.15, -0.24], [1.68, 0.68, -0.29], [-0.01, -0.12, -0.38], [0.29, 0.19, 0.34], [0.70, 0.26, -0.56], [-0.02, -0.09, -0.23], [1.22, -0.55, 2.19], [0.61, -0.66, 1.94]]}


no.,molar mass (g/mol)
1,844.8
2,983.0